Record 1
DFT (ωB97M-V/def2-TZVPD) results for an isolated molecule of C5H5NO.

Each line ends with the Mulliken charge.
Atoms and positions in Å:
O -1.138063 -1.798022 0.892640  -0.446
C -1.021788 -0.652779 1.238972  -0.179
C -0.485856 0.480668 0.428861  0.026
C 1.013758 0.462028 0.278335  -0.738
C 0.137800 0.442376 -0.945912  0.051
C 0.190210 -0.704626 -1.827866  0.080
N 0.327901 -1.558926 -2.595744  -0.422
H -1.199900 -0.342218 2.288968  0.326
H -0.923614 1.442469 0.677603  0.357
H 1.470031 -0.495145 0.521511  0.307
H 1.589462 1.344308 0.533943  0.262
H 0.040056 1.379865 -1.491312  0.376

Cartesian forces, eV/Å:
O 0.0 0.3 -0.1
C 0.2 -0.2 -0.2
C -0.1 0.1 0.1
C 0.2 0.0 0.1
C 0.0 0.0 -0.1
C 0.1 -0.8 -0.6
N -0.2 0.8 0.8
H -0.2 -0.1 0.0
H 0.1 -0.1 0.1
H 0.0 0.2 -0.1
H -0.1 -0.1 -0.2
H 0.0 -0.2 0.1

The SMILES is N#C[C@@H]1C[C@@H]1C=O.

Record 2
DFT (ωB97M-V/def2-TZVPD) results for C5H5NO as an isolated structure.

Each line ends with the Mulliken charge.
Atoms and positions in Å:
N -0.348454 -2.579033 -0.693981  -0.269
C -0.405477 -1.610044 -1.385706  -0.253
C -0.136106 -1.022453 0.288579  0.321
O 1.209191 -0.630144 0.389384  -0.382
C 0.778154 0.725501 0.580906  0.007
C 0.115007 1.251620 -0.635292  -0.642
C -0.670414 0.394517 0.317383  -0.344
H -0.466131 -1.623712 1.132834  0.348
H 1.248151 1.286969 1.380136  0.379
H -0.144892 2.306130 -0.605491  0.261
H 0.374586 0.842946 -1.609270  0.223
H -1.577412 0.692440 0.828090  0.349

Cartesian forces, eV/Å:
N 0.0 0.7 -0.6
C 0.0 -0.9 0.3
C -0.1 0.1 0.4
O 0.1 -0.1 -0.1
C 0.2 0.3 0.2
C 0.0 0.0 -0.1
C -0.3 0.0 0.0
H 0.0 0.1 -0.1
H -0.1 -0.1 -0.1
H 0.0 -0.2 0.0
H 0.0 0.1 0.2
H 0.2 -0.1 -0.1

Record 3
DFT (ωB97M-V/def2-TZVPD) results for an isolated molecule of C5H5NO.

Each line ends with the Mulliken charge.
Atoms and positions in Å:
O -0.411277 -0.818915 -1.829170  -0.459
C -0.186925 0.748067 -1.122998  -0.191
C 0.760971 0.259010 0.019105  -0.227
C 0.133754 0.212983 1.388717  -0.549
C -0.094980 -0.954778 0.487098  -0.623
C -1.003481 -0.612950 -0.659465  1.111
N -1.517074 0.629185 -0.630350  -0.815
H 0.102369 1.483268 -1.876828  0.490
H 1.833624 0.165701 -0.122673  0.378
H -0.699320 0.875859 1.592637  0.279
H 0.823725 0.039657 2.210072  0.261
H 0.363808 -1.927522 0.607091  0.346

Cartesian forces, eV/Å:
O -0.1 -0.1 0.0
C 0.3 0.5 -0.1
C 0.3 0.1 -0.1
C -0.1 0.1 0.1
C 0.0 -0.2 0.1
C -0.1 -0.2 0.1
N 0.0 -0.2 0.0
H 0.0 -0.1 0.1
H -0.2 0.0 0.0
H 0.1 -0.1 0.0
H -0.1 0.0 -0.1
H -0.1 0.2 0.0

Record 4
DFT (ωB97M-V/def2-TZVPD) results for an isolated molecule of C5H5NO.

Each line ends with the Mulliken charge.
Atoms and positions in Å:
C -1.403641 -0.853135 -1.771631  -0.668
C -0.517343 -0.977137 -0.752233  -0.417
C 0.128967 0.012724 0.098657  0.823
C 0.655184 -0.036396 1.330687  -0.572
C 1.288259 1.227953 1.508089  -0.177
H -1.292695 -0.026623 -2.504667  0.276
H -1.876491 -1.775937 -2.110593  0.296
H -0.616296 -1.866912 -0.154561  0.233
H 0.451151 -0.806989 1.968903  0.409
H 1.696034 1.865283 2.419923  0.312
N 1.094126 2.041815 0.468409  -0.325
O 0.392746 1.195353 -0.500984  -0.190

Cartesian forces, eV/Å:
C 2.6 0.0 -0.7
C -2.5 -0.2 1.2
C 0.8 1.4 -2.8
C 0.4 1.5 -0.5
C -0.5 3.4 0.6
H -0.7 -0.3 0.8
H -0.1 0.4 0.1
H 0.1 -0.7 -0.2
H 0.1 -1.7 1.8
H -0.7 -2.1 -1.8
N -0.3 -2.6 -0.2
O 0.7 0.9 1.7

The SMILES is C=Cc1ccno1.

Record 5
DFT (ωB97M-V/def2-TZVPD) results for an isolated molecule of C5H5NO.

Each line ends with the Mulliken charge.
Atoms and positions in Å:
O 1.316587 -1.678919 0.825833  -0.479
C 0.597397 -0.774279 1.193958  -0.106
C -0.639298 -0.584033 0.391103  -0.095
C -1.282724 0.542387 -0.331752  -0.535
C 0.078872 0.075468 -0.823718  -0.065
C 1.110006 1.076430 -0.621575  0.066
N 1.909606 1.912614 -0.564767  -0.433
H 0.916423 -0.036639 1.942119  0.424
H -1.034443 -1.546948 0.067880  0.258
H -1.279358 1.549474 0.085045  0.284
H -2.186286 0.297316 -0.881123  0.232
H 0.493218 -0.832869 -1.283003  0.447

Cartesian forces, eV/Å:
O -0.2 0.0 1.1
C 0.3 -0.2 0.2
C 0.1 -0.2 0.1
C -0.1 0.0 0.0
C 0.3 0.0 -0.2
C 0.7 0.6 0.0
N -0.8 -0.8 0.0
H 0.0 0.0 0.1
H 0.2 0.1 0.1
H 0.2 -0.2 -0.2
H 0.2 -0.1 0.1
H -0.9 0.9 -1.3

The SMILES is N#C[C@@H]1C[C@@H]1C=O.

Record 6
DFT (ωB97M-V/def2-TZVPD) results for an isolated molecule of C5H5NO.

Each line ends with the Mulliken charge.
Atoms and positions in Å:
C -0.469404 1.140934 -0.043931  -0.412
C 0.354698 0.080803 -0.019808  0.212
C -1.125664 -0.896506 0.006458  0.221
C 1.766877 -0.164439 0.001810  -0.195
C -1.817766 0.459483 0.005211  -0.240
N 2.212114 -1.342925 -0.004040  -0.523
O -1.402722 -2.038810 0.006449  -0.468
H -0.262317 2.201336 -0.084278  0.393
H 2.391052 0.751172 0.046392  0.314
H -2.393540 0.641871 0.919131  0.218
H -2.477483 0.607572 -0.854252  0.237
H 3.224155 -1.440493 0.020857  0.243

Cartesian forces, eV/Å:
C 0.3 -0.4 0.0
C -3.5 -1.6 0.0
C 3.2 1.4 0.0
C 0.9 0.8 0.1
C -0.7 0.3 0.0
N -0.1 -0.7 0.0
O -0.3 0.2 0.0
H 0.0 0.0 0.0
H 0.0 -0.4 -0.1
H 0.0 0.0 -0.1
H 0.0 0.0 0.0
H 0.0 0.4 0.0

The SMILES is [H]/N=C/C1=CCC1=O.

Quick rundown of ΔE to the lowest compared entry with this formula, charge and spin, same order as above: 36.3 114.7 140.2 67.2 70.5 58.1 kcal per mole